(1)
The following is a quantum chemistry calculation of a cluster of 2 separate species, C4H12 in total, from the Open Molecules 2025 dataset.

The geometry in XYZ format:
```
16
Properties=species:S:1:pos:R:3:forces:R:3:nbo_charge:R:1
C -2.4887 -0.2414 -0.1380 -0.130 -0.562 -0.243 -0.61
C -1.6952 0.8855 -0.7865 -0.218 0.028 -0.460 -0.61
H -2.9334 -0.9016 -0.8861 -0.003 0.114 -0.125 0.20
H -1.8623 -0.9000 0.4665 0.027 0.165 0.113 0.20
H -3.3275 0.0997 0.4635 0.132 0.186 0.236 0.20
H -0.8664 1.2153 -0.1697 -0.094 0.195 0.107 0.20
H -2.3341 1.7337 -1.0380 0.022 0.074 0.241 0.20
H -1.2796 0.5795 -1.7484 0.159 -0.173 0.111 0.20
C 2.3273 -0.6948 1.0782 0.395 -0.115 -0.729 -0.61
C 1.8597 0.0641 -0.1590 -0.763 0.247 0.103 -0.60
H 3.0254 -1.4724 0.7642 -0.140 -0.239 0.160 0.20
H 2.8772 -0.0906 1.7940 -0.168 0.270 0.075 0.20
H 1.4592 -1.1430 1.5534 0.099 -0.136 0.223 0.20
H 1.1545 0.8445 0.1206 0.039 0.146 0.104 0.20
H 1.2862 -0.5836 -0.8276 0.176 -0.120 0.029 0.20
H 2.6180 0.5533 -0.7562 0.468 -0.080 0.055 0.20
```
Positions in Å, forces in eV/Å.

Its SMILES is CC.CC. Its HOMO energy is -0.42725 Eh. For the gap between HOMO and LUMO, the calculation gives 12.78 eV. Its energy relative to the best compared isomer or geometry (same formula, charge and spin) is 3.33 kcal/mol.

(2)
The following is a quantum chemistry calculation of a cluster of 3 separate species, C22H24BNO12P2 in total, from the Open Molecules 2025 dataset.

The geometry in XYZ format:
```
62
Properties=species:S:1:pos:R:3:forces:R:3:nbo_charge:R:1
C -4.0189 -2.8578 3.0719 -0.524 -0.142 1.589 -0.44
N -4.0514 -1.6718 2.0850 0.435 -3.781 -0.532 -0.74
C -5.4849 -1.6818 1.5705 -0.713 2.065 -0.979 -0.43
B -3.0584 -2.0350 0.9953 0.223 -1.537 1.873 0.84
O -2.2533 -3.3012 1.1235 -2.292 1.410 -2.008 -0.95
P -2.6721 -0.9763 -0.5734 0.723 -0.452 0.364 0.11
C -2.0910 0.7767 0.0474 0.174 0.939 0.204 -0.75
C -0.7834 1.1504 -0.8997 -0.780 -0.751 -5.898 0.53
O -0.9527 0.9635 -2.2301 1.238 1.298 8.238 -0.52
C 0.6736 1.6661 -0.3527 3.158 0.815 1.260 -0.13
C 1.0247 3.2644 -0.2336 2.810 -3.137 1.029 -0.21
C 2.5323 3.7373 0.2804 -1.024 -4.076 -0.382 -0.24
C 3.6725 2.5865 0.6819 -3.676 -0.679 -1.442 -0.23
C 3.3073 0.9736 0.5509 -2.756 3.283 -0.892 -0.23
C 1.8100 0.5246 0.0398 1.427 3.462 0.391 -0.21
P -4.4383 -0.6471 -1.8075 -0.521 2.506 -2.477 1.04
O -5.0331 -2.1057 -2.5501 0.970 -0.100 3.475 -0.94
O -5.6827 0.2573 -0.9915 -1.171 -3.201 -0.884 -0.99
H -4.3717 -3.8521 2.5476 0.979 1.817 1.079 0.19
H -4.8072 -2.6441 3.9271 1.593 -0.314 -1.676 0.19
H -2.9778 -2.9710 3.6098 -2.075 0.123 -1.402 0.22
H -5.5305 -2.1269 0.4693 -0.296 0.675 2.358 0.16
H -5.8256 -0.5414 1.4892 0.532 -2.584 0.006 0.23
H -6.2247 -2.2209 2.3042 1.680 0.887 -1.546 0.22
H -2.3136 -3.8161 0.2434 0.470 1.515 1.769 0.51
H -1.8200 0.7691 1.2047 -0.631 -0.030 -2.572 0.27
H -2.9888 1.5336 -0.1479 2.201 -1.353 0.375 0.28
H 0.1890 4.0323 -0.5183 1.920 -1.588 0.619 0.24
H 2.7745 4.9009 0.3319 -0.551 -2.901 -0.109 0.24
H 4.7487 2.9674 1.0223 -2.605 -1.028 -0.831 0.26
H 4.1470 0.1829 0.8349 -2.173 1.843 -0.744 0.24
H 1.6100 -0.6421 -0.0628 0.237 2.906 0.181 0.25
H -4.8851 -2.8456 -1.8879 -0.851 1.031 -0.984 0.46
H -6.5496 -0.2345 -1.2178 1.647 1.285 0.669 0.49
O -0.1981 -8.0764 -2.1701 -0.700 0.369 -0.593 -0.53
C -1.0865 -7.3882 -2.6603 0.722 -0.152 0.808 0.54
C -1.5916 -6.1730 -2.0027 0.101 -0.154 -0.002 -0.36
C -2.5716 -5.4553 -2.5552 -0.052 1.056 1.127 0.29
O -3.0492 -4.3106 -1.9439 0.005 -1.314 -1.092 -0.68
C -3.1893 -5.8569 -3.8488 -0.735 0.089 -0.988 0.47
O -4.1009 -5.1872 -4.3227 0.720 -0.320 0.700 -0.51
C -2.6680 -7.0584 -4.5186 -0.213 0.300 0.055 -0.35
C -1.6857 -7.7742 -3.9679 0.309 -1.410 -1.232 0.28
O -1.1887 -8.9033 -4.5927 -0.154 1.397 1.449 -0.64
H -1.1351 -5.8939 -1.0617 0.018 -0.043 -0.033 0.24
H -3.7548 -3.9729 -2.5376 0.507 -0.130 -0.161 0.51
H -3.1141 -7.3287 -5.4673 0.019 0.030 0.069 0.25
H -0.4874 -9.2443 -3.9961 -0.283 0.126 -0.246 0.50
O 6.7926 4.6291 1.2612 0.205 0.728 0.277 -0.53
C 6.6768 5.7697 1.6956 -0.670 -0.738 -0.189 0.48
C 5.3707 6.3450 2.0530 0.265 -0.310 -0.161 -0.36
C 5.2776 7.5962 2.5076 -1.927 0.267 0.332 0.30
O 4.0536 8.1422 2.8479 2.013 -0.067 -0.278 -0.64
C 6.4845 8.4531 2.6661 0.664 0.936 0.262 0.47
O 6.3652 9.6054 3.0689 -0.233 -0.921 -0.275 -0.52
C 7.7931 7.8702 2.3318 -0.224 0.279 0.118 -0.35
C 7.8868 6.6179 1.8805 1.867 -0.271 -0.277 0.30
O 9.1135 6.0623 1.5667 -1.993 0.051 0.206 -0.64
H 4.5014 5.7118 1.9307 0.039 0.019 0.030 0.24
H 4.2501 9.0567 3.1471 -0.080 -0.358 -0.125 0.51
H 8.6641 8.4986 2.4689 -0.063 -0.036 -0.015 0.25
H 8.9164 5.1500 1.2618 0.093 0.373 0.111 0.50
```
Positions in Å, forces in eV/Å.

Its SMILES is CN(C)B(O)P(CC(=O)c1ccccc1)#P(O)O.O=C1C=C(O)C(=O)C=C1O.O=C1C=C(O)C(=O)C=C1O. Its HOMO energy is -0.29641 Eh. For the gap between HOMO and LUMO, the calculation gives 6.19 eV.

(3)
The following is a quantum chemistry calculation of an isolated molecule of C24H17N3O3S, from the Open Molecules 2025 dataset.

The geometry in XYZ format:
```
48
Properties=species:S:1:pos:R:3:forces:R:3:nbo_charge:R:1
O 0.0834 0.1628 -3.7878 0.096 1.113 0.916 -0.90
S 0.4657 -0.8514 -2.8614 0.184 -3.137 -2.691 2.28
O 0.0335 -2.1883 -3.3024 -0.387 1.344 1.926 -0.94
O 2.1144 -1.0975 -3.0209 -1.333 2.937 3.971 -0.85
C 0.1788 -0.3648 -1.1355 0.476 0.172 0.237 -0.23
C 0.8711 0.7969 -0.8265 1.312 1.313 -2.719 -0.20
C 1.1221 1.2396 0.4268 0.079 1.652 0.877 0.10
N 1.8094 2.4764 0.7127 1.993 0.888 -2.297 0.00
N 2.3062 3.3657 -0.3039 -1.191 -1.463 2.020 -0.23
C 3.0597 4.1954 0.4512 -0.201 -0.071 -4.048 0.07
C 3.8354 5.3444 0.1241 1.332 1.511 2.559 -0.22
C 4.4204 6.0706 1.2030 -0.184 0.214 -5.021 -0.14
C 4.2660 5.7803 2.5323 -1.171 -1.955 1.472 -0.10
C 4.6982 6.5729 3.6046 0.944 1.736 -0.342 -0.16
C 4.4345 6.2610 4.9135 -0.235 -0.253 -0.051 -0.22
C 3.6592 5.1118 5.0844 -0.528 -1.949 -0.638 -0.19
C 3.2510 4.2102 4.0556 0.015 0.638 0.734 -0.19
C 3.5594 4.5591 2.7439 1.011 0.817 2.743 -0.04
C 3.0878 3.7505 1.6990 -0.204 -0.003 3.665 0.11
N 2.3480 2.6819 1.9053 -1.148 -0.679 -1.095 -0.22
C 0.6197 0.5555 1.4867 -2.455 -2.079 1.286 -0.16
C -0.2296 -0.5703 1.2342 1.346 0.909 -2.076 -0.19
C -0.5188 -1.0495 -0.1148 0.754 -0.634 0.723 -0.02
C -1.3478 -2.2443 -0.4505 -2.245 0.043 3.728 -0.23
C -2.3456 -2.8100 0.3607 1.953 -0.015 -1.742 -0.14
C -3.0951 -3.9890 -0.1946 0.541 -0.731 -0.832 -0.08
C -2.6059 -4.8711 -1.2403 -3.455 0.950 0.880 -0.18
C -3.5414 -5.6849 -1.9259 0.677 -0.442 1.173 -0.21
C -4.8532 -5.8213 -1.4007 0.726 0.039 -1.196 -0.19
C -5.3120 -5.0032 -0.3640 -0.383 -2.061 -1.358 -0.23
C -4.4107 -4.1880 0.2258 0.112 2.241 2.220 -0.18
H 2.0622 -1.5632 -3.8063 0.304 -1.931 -2.875 0.49
H 1.2985 1.4510 -1.6276 -0.378 -0.922 0.482 0.27
H 4.0639 5.6165 -0.8746 -0.091 0.293 -0.709 0.23
H 5.0260 6.9458 0.9658 -0.119 -0.159 -0.265 0.21
H 5.2366 7.5359 3.4153 -0.423 -1.031 -0.191 0.21
H 4.8030 6.8962 5.7652 -0.619 -0.847 -1.025 0.23
H 3.3748 4.8182 6.0521 -0.269 -0.196 1.322 0.21
H 2.6357 3.2537 4.1336 0.971 1.594 0.747 0.24
H 0.7012 0.9122 2.5301 0.333 -0.379 -0.839 0.25
H -0.4520 -1.1551 2.0862 -0.877 -0.528 0.554 0.22
H -1.3100 -2.6807 -1.4048 0.552 -0.140 -1.211 0.24
H -2.6544 -2.4476 1.3600 0.353 -0.071 -0.731 0.21
H -1.6025 -4.9245 -1.4893 1.810 0.276 -0.600 0.22
H -3.1622 -6.3254 -2.7701 -0.633 0.650 1.065 0.22
H -5.4641 -6.6122 -1.8372 -0.184 0.469 0.043 0.21
H -6.3576 -5.0923 -0.0674 0.426 0.087 0.274 0.22
H -4.7622 -3.6294 1.1353 0.413 -0.209 -1.065 0.20
```
Positions in Å, forces in eV/Å.

Its SMILES is O=S(=O)(O)c1cc(-n2nc3ccc4ccccc4c3n2)ccc1/C=C/c1ccccc1. Its HOMO energy is -0.30204 Eh. For the gap between HOMO and LUMO, the calculation gives 7.26 eV. Its energy relative to the best compared isomer or geometry (same formula, charge and spin) is 74.20 kcal/mol.

(4)
The following is a quantum chemistry calculation of the ion C3H9IN3 with charge +1, from the Open Molecules 2025 dataset.

The geometry in XYZ format:
```
16
Properties=species:S:1:pos:R:3:forces:R:3:nbo_charge:R:1
C -0.0800 1.0382 0.1304 0.506 1.684 -0.306 -0.38
C 0.3801 -0.1383 1.0729 0.025 -0.823 0.243 -0.26
C -0.4221 0.4184 -1.2217 1.522 0.308 -1.400 -0.02
N 0.7449 0.0122 -1.9347 0.395 0.132 0.412 -0.33
N -1.2889 -0.6185 -1.1429 3.392 -1.680 1.426 -0.80
N 1.4928 -0.9207 0.4913 -3.711 1.007 -1.348 -0.72
I 2.1914 1.2925 -2.3916 -0.450 -0.333 0.196 0.65
H -0.9271 1.7097 0.4798 0.945 -1.242 -0.016 0.26
H 0.7395 1.7679 -0.2260 -0.779 -0.967 1.645 0.22
H 0.6611 0.4298 1.9368 0.930 0.114 0.703 0.24
H -0.3903 -0.8552 1.5210 0.538 1.213 -1.433 0.25
H -0.8243 1.1895 -1.8909 -0.051 0.659 0.029 0.31
H -0.8815 -1.5069 -1.2414 -0.052 -1.227 -0.286 0.40
H -2.1823 -0.4816 -1.2998 -5.193 0.505 -1.003 0.40
H 2.4000 -0.7815 0.7243 3.177 1.576 1.088 0.39
H 1.4578 -1.8918 0.2970 -1.192 -0.925 0.050 0.40
```
Positions in Å, forces in eV/Å.

Its HOMO energy (alpha / beta) is -0.49922 / -0.50057 Eh. Its net charge is +1. For the gap between HOMO and LUMO (alpha / beta), the calculation gives 6.37 / 6.54 eV. Its energy relative to the best compared isomer or geometry (same formula, charge and spin) is 105.74 kcal/mol.